DFT (the ωB97M-V functional and the def2-TZVPD basis) results for C30H40AuCl2N2O3P as an isolated structure at a distorted geometry.

Properties
* LUMO level (spin up / spin down): 0.594 / -2.340 eV
* expectation value of S²: 2.01
* spin multiplicity: 3
* orbital gap (spin up / spin down): 7.49 / 6.18 eV
* HOMO (spin up / spin down): -6.90 / -8.52 eV

Geometry as XYZ:
```
79
C30H40AuCl2N2O3P the ωB97M-V functional and the def2-TZVPD basis
O 0.14 0.21 -1.77
C -0.69 0.34 -2.83
C -0.39 1.63 -3.66
C 0.41 2.63 -3.10
H 0.84 2.45 -2.11
C 0.62 3.84 -3.77
H 1.25 4.59 -3.30
C 0.02 4.06 -5.02
H 0.18 5.01 -5.54
C -0.80 3.07 -5.58
H -1.30 3.26 -6.53
C -0.99 1.85 -4.91
H -1.61 1.06 -5.36
H -0.50 -0.53 -3.49
C -2.76 -1.10 -2.39
C -2.19 0.27 -2.45
H -3.85 -1.09 -2.51
H -2.55 -1.54 -1.40
H -2.30 -1.76 -3.15
C -2.84 1.40 -2.13
C -4.19 1.50 -1.51
H -2.33 2.35 -2.29
H -4.89 2.00 -2.18
H -4.12 2.12 -0.61
H -4.61 0.54 -1.21
Au -0.45 0.59 0.52
Cl 1.02 2.45 0.48
Cl -2.54 -0.54 0.85
H 4.57 1.37 -2.82
H 5.09 1.49 -0.21
C 3.53 1.39 -2.47
C 4.00 1.40 -0.07
N 3.40 0.72 -1.19
H 2.89 0.90 -3.22
C 2.88 -0.51 -1.03
O 2.80 -1.12 0.05
H 3.78 0.85 0.85
H 2.52 -0.96 -1.98
H 3.23 2.44 -2.37
H 3.57 2.41 0.00
H -0.48 -5.48 0.48
H 1.31 -5.84 -1.38
C -0.99 -4.88 -0.30
C 0.78 -5.10 -2.00
N -0.03 -4.22 -1.17
H -1.64 -4.14 0.18
C 0.34 -2.94 -0.90
O -0.11 -2.28 0.04
H 1.50 -4.49 -2.56
H 1.06 -2.52 -1.62
H -1.59 -5.57 -0.91
H 0.12 -5.64 -2.70
C 1.49 0.24 3.64
P -0.11 0.07 2.78
C -0.36 -1.71 3.12
C -1.46 -2.23 3.80
C -1.59 -3.62 3.95
C -0.58 -4.47 3.49
C 0.52 -3.95 2.80
C 0.61 -2.58 2.59
C -1.10 1.33 3.63
C -0.54 2.61 3.77
C -1.37 3.73 3.94
C -2.75 3.55 4.02
C -3.30 2.27 3.98
C -2.49 1.16 3.76
H 2.17 -0.54 3.28
H 1.31 0.09 4.71
H 1.93 1.21 3.46
H -2.21 -1.56 4.21
H -2.47 -4.04 4.43
H -0.64 -5.55 3.66
H 1.32 -4.61 2.42
H 1.46 -2.17 2.04
H 0.53 2.76 3.66
H -0.92 4.73 3.98
H -3.40 4.43 4.09
H -4.38 2.12 4.08
H -2.93 0.19 3.60
```